Below is C16H19NO2S in the gas phase, with properties calculated with ωB97M-V/def2-TZVPD.

Properties
total energy	-1224.41732	Eh
net charge	0
gap between HOMO and LUMO	8.83	eV

Cartesian coordinates (Å):
O -2.786733 0.400245 -3.466568
O -0.241685 -1.919092 2.026985
C -2.174200 0.117895 -2.433850
C -2.190260 0.355229 -0.025523
C -1.051199 -0.316336 0.175616
C 2.470099 -1.217985 1.145797
C 2.070431 1.093545 1.684795
C 3.758607 -0.923739 0.678943
C 3.414696 1.410541 1.379693
C 1.530819 -0.173916 1.525355
C 4.255628 0.444865 0.899804
N -2.841498 0.458409 -1.261614
S -0.210381 -0.480344 1.797965
C 5.667209 0.753848 0.565555
C -3.162751 0.768107 1.011437
C -4.316860 0.781932 -1.099190
C -4.216499 1.522944 0.197097
C -0.920227 -2.357234 -0.971123
C -0.645639 -0.134889 -2.220921
C -0.315913 -0.971364 -0.992288
H 2.001724 -2.175289 1.121905
H 1.499994 1.863583 2.338904
H 4.365927 -1.713315 0.139900
H 3.852374 2.345637 1.677471
H 6.018991 0.302895 -0.369305
H 5.775841 1.822219 0.612856
H 6.259825 0.244594 1.359835
H -2.742899 1.480276 1.858531
H -3.532321 -0.061544 1.550763
H -4.740062 1.515399 -1.833875
H -4.943261 -0.167563 -1.067155
H -3.838533 2.581917 -0.005526
H -5.214537 1.540792 0.727427
H -0.835669 -2.848132 -2.004679
H -0.441730 -3.027370 -0.326949
H -1.896969 -2.386386 -0.538271
H -0.071034 0.782314 -2.043023
H -0.331714 -0.761071 -3.025659
H 0.720410 -0.951616 -0.791113

Atomic forces in eV per Å
1.6 -1.6 0.5
-0.2 -2.1 0.6
-1.1 3.0 -0.3
-0.2 -0.9 0.7
2.5 1.2 0.0
-1.0 1.6 -0.9
-0.8 1.6 1.9
-0.4 1.1 0.8
-0.8 -1.0 0.8
2.4 0.2 -1.0
-0.8 -2.7 -1.7
0.0 -1.0 0.1
-0.9 1.4 -0.1
0.5 -1.1 0.9
0.8 3.5 1.8
0.5 0.0 -0.9
-1.1 0.8 1.5
0.6 -1.1 -2.9
-0.9 -1.1 0.4
-3.0 0.5 1.5
0.1 -0.9 -0.3
0.6 -1.1 -1.7
-0.6 1.1 1.1
-0.2 0.5 -0.1
-0.3 0.4 0.0
0.6 0.4 -0.2
0.0 0.7 -0.4
-0.5 -1.4 -1.8
-0.6 -1.1 0.3
0.8 -1.2 0.0
0.9 1.2 0.0
-0.7 -1.4 0.3
1.1 0.3 -0.5
-0.6 0.6 1.2
1.4 -0.8 1.1
-1.1 0.3 -0.5
-0.5 0.2 -0.9
0.5 0.3 -1.2
1.2 -0.2 -0.1



Below is a molecular structure, C16H20AlBrCl4F7KLiN6O11PS2, with properties calculated with ωB97M-V/def2-TZVPD.

Properties
total energy	-8878.34025	Eh
net charge	0
gap between HOMO and LUMO	1.91	eV

Cartesian coordinates (Å):
C -0.579830 3.287877 1.088468
C -1.658707 2.798330 -0.092468
C -2.931009 3.792035 -0.527715
N -1.489242 1.585027 -0.707289
N -2.157128 0.560029 0.002574
C -3.392710 0.436051 -0.853978
N -4.679944 0.346780 -0.392184
S -5.230498 0.302082 1.249141
O -5.745439 -1.141422 1.626878
O -6.524658 1.204192 1.311097
C -4.083114 0.913715 2.568140
F -3.541082 2.278504 2.394738
F -3.037454 -0.137476 2.799563
F -4.875512 0.949314 3.854985
N -2.802910 0.429169 -2.255073
C -1.801729 -0.739048 -2.122937
N -2.396853 -2.161013 -2.107916
C -2.857263 -2.482386 -3.381208
S -3.998546 -2.892514 -4.621361
C -1.321046 -0.626709 -0.524243
C 0.298237 -0.306066 -0.622850
O 1.117087 -1.547929 -0.620156
C 2.018503 -1.588736 0.543255
F 1.292090 -1.544411 1.850217
F 2.711931 -2.911559 0.498936
F 3.082626 -0.544415 0.489049
H -1.102812 3.189546 2.156249
H -0.296361 4.424323 0.981192
H 0.353886 2.572319 1.096367
H -2.751704 4.914942 -0.245000
H -3.161135 3.629543 -1.667471
H -3.905528 3.431568 0.058851
H -5.431026 0.277635 -1.144651
H -3.663230 0.149389 -2.817354
H -0.948226 -0.602648 -2.920912
H -1.452011 -1.643654 0.082259
H 0.591886 0.256168 -1.634453
H 0.688555 0.389755 0.242879
F -4.024658 -5.674389 -4.548407
O 2.283723 0.976821 -3.000673
P 2.875326 -0.382102 -3.409841
O 3.866947 -0.854197 -2.333838
O 3.607399 -0.237969 -4.754217
O 1.743317 -1.412959 -3.551160
K -0.124658 4.370192 3.469600
C -7.324650 4.130182 4.429584
Cl -7.569070 4.183278 6.193696
Cl -6.259288 2.762530 4.018505
Cl -8.897248 3.922841 3.618121
Cl -6.573033 5.652127 3.888093
C 6.199408 -1.378569 -0.462061
C 6.177387 -2.825567 -0.089631
O 7.546246 -3.183776 -0.094714
C 8.257676 -2.035734 0.104090
O 9.456730 -1.997944 0.324375
O 7.452366 -0.936311 0.025231
H 5.383311 -0.816977 0.000799
H 6.167470 -1.225080 -1.545806
H 5.771664 -2.992938 0.913701
H 5.615264 -3.431089 -0.805884
Li -2.197248 -6.132398 -5.262990
Al -6.697248 -3.511087 -5.322006
C 9.070930 0.681319 2.427660
C 8.589006 1.673701 3.473186
N 8.189106 2.497006 4.340568
H 9.829795 1.147351 1.793178
H 9.505181 -0.194628 2.917324
H 8.232497 0.360987 1.803143
O -3.042176 -9.044594 -4.697591
H -3.752320 -9.035454 -4.082095
Br -3.697248 3.697119 4.584442

Atomic forces in eV per Å
-0.6 -0.2 -0.5
-0.1 -0.3 -0.7
0.3 -0.6 0.6
-0.5 5.9 4.4
-0.5 -2.5 -1.7
2.4 -0.3 -1.2
3.1 0.7 -2.6
-11.5 -3.0 3.0
3.9 5.3 -1.9
6.2 -2.4 -1.1
3.5 1.1 5.2
-1.8 -5.9 -0.8
-3.5 4.0 -1.1
3.4 -1.6 -5.5
-5.1 -2.9 2.2
1.1 -0.7 1.3
-2.1 -0.2 -8.3
-2.1 0.9 3.8
4.2 0.9 3.5
1.6 -1.3 -1.0
0.9 1.9 0.1
1.6 1.0 4.2
0.7 -1.7 -0.8
2.5 0.3 -4.1
-2.4 4.8 0.3
-3.9 -3.4 0.7
0.0 -0.7 -3.4
-0.5 -2.2 -0.2
-1.8 1.5 -0.3
-0.3 -2.3 -0.6
0.7 0.4 2.2
2.2 0.6 -1.0
0.7 0.2 1.7
1.7 0.2 -0.1
-1.7 -0.3 1.7
-0.2 2.3 -1.5
-0.7 -1.3 2.2
-1.1 -1.4 -1.6
0.7 0.9 -0.8
-0.1 -0.5 -0.4
-0.2 0.0 0.0
-0.3 -0.2 -0.9
0.1 0.2 0.9
0.2 0.5 0.4
0.2 1.0 2.1
0.3 -0.3 -0.1
0.1 0.0 -0.4
-3.2 1.2 0.3
0.2 0.1 0.1
-0.3 -0.2 0.1
-1.2 0.6 -0.6
-1.1 -0.6 0.0
1.0 0.8 0.1
2.1 -0.1 0.3
-2.5 0.0 -0.4
1.1 -0.7 0.4
0.3 0.0 -0.2
-0.1 0.0 0.2
0.0 0.0 -0.1
0.2 0.1 0.1
-1.8 -1.0 0.9
0.5 -0.7 0.3
-0.4 0.8 0.9
-2.6 5.4 5.7
3.1 -6.6 -6.9
-0.2 0.0 0.2
-0.1 0.2 0.0
0.1 0.1 0.2
1.4 0.7 -1.1
-1.0 0.2 0.8
2.9 1.5 0.9



Below is a molecular structure, C16H20AuF3O4S, with properties calculated with ωB97M-V/def2-TZVPD.

Properties
total energy	-1755.76357	Eh
net charge	-2
multiplicity	3
gap between HOMO and LUMO (alpha / beta)	5.36 / 5.22	eV
⟨S²⟩	2.020

Cartesian coordinates (Å):
Au 0.100853 -0.961202 -0.010535
C -2.115474 -1.441533 -0.186640
C -2.069404 -0.176103 -0.854735
C -1.253687 -0.297951 -2.014257
H -2.671077 0.684031 -0.588288
C -0.790065 -1.642484 -2.098088
C -1.342914 -2.375128 -0.980582
H -1.243763 -3.439291 -0.789220
H -2.680901 -1.661350 0.711044
H -1.101597 0.476832 -2.765732
H -0.196222 -2.052717 -2.915972
C 1.026727 -0.166538 2.097634
C 1.285499 -1.558094 1.873693
C 2.132251 -1.668923 0.707361
H 0.961406 -2.371179 2.517525
C 2.355362 -0.335122 0.202399
C 1.658191 0.578956 1.059675
H 1.742173 1.662934 1.038055
H 0.570555 0.259359 2.984326
H 2.563716 -2.584918 0.311342
H 3.010079 -0.058523 -0.622105
O -0.224899 1.817839 -0.295285
C 1.993087 2.792537 -2.954345
C 0.696896 3.369595 -2.483267
C 1.832896 1.465894 -3.594890
C 3.057772 2.951368 -1.928110
C -0.288416 2.827887 -1.165943
H 0.004694 3.497531 -3.320532
H 0.833828 4.438256 -2.278785
H -0.211120 3.707179 -0.520738
H -1.263327 2.820036 -1.686409
H 2.414348 1.302054 -4.511760
H 0.778822 1.256932 -3.783142
H 2.095825 0.676420 -2.869895
H 3.909752 3.566857 -2.252916
H 3.415711 1.987335 -1.532540
H 2.619846 3.423865 -1.037922
F -4.262591 0.492815 1.378847
C -3.774579 1.524871 2.126168
F -4.012167 2.673481 1.442171
F -4.394665 1.560614 3.311244
S -1.949127 1.246947 2.454343
O -1.517507 2.101480 3.529335
O -1.767797 -0.195334 2.573701
O -1.646846 1.811260 1.135962

Atomic forces in eV per Å
-0.1 0.0 0.0
-1.1 0.1 -1.3
-0.8 -0.9 0.1
-0.3 -1.2 -1.2
0.6 -0.1 0.1
-1.2 0.5 -1.3
-0.1 0.5 0.3
0.1 0.2 0.0
0.2 0.1 -0.2
0.2 -0.2 0.5
-0.1 0.1 0.4
1.4 -0.7 0.7
0.7 0.9 1.1
0.2 0.6 -0.2
0.0 0.2 -0.2
0.8 0.0 0.8
1.2 -0.2 0.5
-0.4 -0.5 -0.2
-0.1 -0.2 -0.5
-0.2 0.2 0.0
-0.3 -0.2 0.2
3.5 0.1 -4.4
-1.8 0.1 1.2
0.6 0.9 -1.4
0.0 -0.8 0.1
0.5 0.1 0.7
-0.6 -0.6 2.0
-0.3 -0.8 -0.2
0.3 0.0 0.7
-0.2 1.1 -0.3
-0.2 0.2 -0.3
0.0 0.0 0.0
0.0 0.2 -0.4
0.2 0.0 -0.1
0.1 -0.2 0.1
0.2 0.1 -0.3
0.2 0.2 -0.2
-0.3 0.8 0.5
1.4 -0.7 0.4
-0.4 -0.8 0.8
-1.5 0.2 0.2
-0.3 1.2 -4.2
-0.2 -0.3 1.3
-0.7 0.8 0.9
-1.2 -0.9 3.5



Below is a molecular structure, C16H20AuN2OP, with properties calculated with ωB97M-V/def2-TZVPD.

Properties
total energy	-1283.22120	Eh
net charge	0
multiplicity	3
gap between HOMO and LUMO (alpha / beta)	4.31 / 3.86	eV
⟨S²⟩	2.028

Cartesian coordinates (Å):
C 5.059735 -0.669785 -0.251128
C 4.788289 -0.736764 1.189261
C 4.003046 -1.880985 1.454670
C 3.810656 -2.604413 0.227217
C 4.444939 -1.885456 -0.836122
Au 3.710887 0.260536 -1.855470
P 2.453298 1.768663 -2.900760
H 5.937241 -0.165780 -0.656278
H 5.081097 0.035601 1.900984
H 3.586024 -2.167560 2.418743
H 4.645309 -2.279797 -1.830912
H 3.260873 -3.538056 0.112684
H 2.233845 1.422035 -4.252634
H 3.113720 3.019514 -2.886185
H 1.181077 2.005091 -2.329645
C -3.953718 -0.654498 0.830806
N -2.556105 -0.942646 0.570092
N -1.676128 -0.011548 0.172385
C -0.421026 -0.610871 -0.061840
O 0.596656 0.042227 -0.354742
C -0.670635 -2.014119 0.151085
C -1.983327 -2.165469 0.522182
C -2.759284 -3.380338 0.846537
C -1.921917 1.381726 0.182789
C -2.315340 2.030554 1.360252
C -2.377270 3.424972 1.383375
C -2.067745 4.158352 0.228395
C -1.706972 3.500087 -0.956875
C -1.631656 2.110184 -0.980247
H -4.588234 -1.224321 0.139259
H -4.163733 0.411204 0.718188
H -4.213011 -0.969155 1.849545
H 0.073071 -2.776142 0.038875
H -3.172550 -3.355476 1.864274
H -3.590051 -3.543018 0.145841
H -2.092063 -4.245246 0.775269
H -2.543578 1.437711 2.248376
H -2.660624 3.935052 2.307526
H -2.093444 5.249839 0.254782
H -1.475870 4.067246 -1.862383
H -1.345479 1.560846 -1.878169

Atomic forces in eV per Å
-0.4 -1.1 0.6
-0.8 -0.2 -1.1
0.6 0.5 -1.3
0.3 1.3 -0.5
0.2 -0.2 1.4
-0.2 -0.4 1.7
0.4 -0.3 0.0
0.0 -0.2 0.1
-0.1 -0.3 -0.2
0.2 0.1 -0.2
0.0 0.0 0.2
0.1 0.3 0.0
-0.2 0.7 0.2
-0.5 -0.1 -0.4
0.3 0.1 -0.3
-0.4 -0.2 0.1
-0.6 1.2 -0.1
-0.5 2.5 0.4
1.2 -0.2 -0.4
-1.5 -0.7 0.3
-0.4 -0.2 0.0
1.5 -0.8 -0.1
-0.1 -0.6 0.1
0.1 -2.8 -0.7
-0.9 2.0 2.1
-0.1 -1.8 0.5
-0.2 1.5 0.5
0.4 -2.0 -1.1
0.8 2.1 -1.5
0.2 0.1 0.1
0.3 -0.2 0.0
0.1 0.2 -0.2
0.1 -0.2 0.0
0.1 0.1 -0.2
0.2 0.1 0.1
-0.2 0.1 0.0
0.1 0.3 -0.1
0.1 -0.2 -0.3
0.0 -0.4 0.0
-0.1 -0.2 0.3
-0.1 0.3 0.1



Below is a molecular structure, C16H20B2F20O8Sn, with properties calculated with ωB97M-V/def2-TZVPD.

Properties
total energy	-3485.11174	Eh
net charge	0
gap between HOMO and LUMO	8.76	eV

Cartesian coordinates (Å):
Sn 2.755165 2.500356 0.425507
B 4.774115 0.426586 -0.088583
F 4.775565 -0.740404 -0.829353
F 3.753125 0.293016 0.876927
F 5.961255 0.483036 0.554867
F 4.472475 1.495556 -0.907093
B 1.242255 0.099236 -0.061923
F 0.413795 -0.668394 -0.850913
F 0.525515 1.150636 0.425417
F 1.798025 -0.633204 0.946137
F 2.251705 0.616626 -0.770343
C 0.222455 -0.869634 3.328977
C 0.803135 0.477596 2.912967
O -0.203875 1.429756 2.954277
C -0.004335 2.726276 2.655297
O 1.009205 3.121156 1.964607
C -1.222985 3.685396 2.929967
F -0.817135 4.691246 3.775347
F -1.574265 4.274976 1.803337
F -2.242115 3.102056 3.574737
H -0.682175 -1.053834 2.749487
H -0.081685 -0.816134 4.374317
H 1.018115 -1.599064 3.177497
H 1.165065 0.334296 1.894847
H 1.595605 0.877906 3.545297
C -1.503475 1.336626 -0.202023
C -0.843175 1.790256 -1.515313
O -0.893995 3.200116 -1.560153
C -0.105295 3.961226 -0.722623
O 0.631435 3.561076 0.204467
C -0.398125 5.464616 -0.996873
F 0.704065 6.185336 -1.208943
F -1.206695 5.725386 -2.090633
F -1.004225 5.934016 0.107007
H -2.570335 1.494416 -0.043863
H -0.983435 1.693806 0.686847
H -1.406735 0.255216 -0.298433
H -1.290785 1.327406 -2.394813
H 0.179105 1.412106 -1.520593
C -1.442805 -2.232064 -1.865093
C -2.778315 -1.902764 -2.606483
O -2.495825 -1.108254 -3.730613
C -2.211645 -1.647114 -4.955893
O -2.292645 -2.875154 -5.241533
C -1.819395 -0.656454 -6.123303
F -1.919025 0.582756 -5.658523
F -0.525825 -0.757334 -6.505483
F -2.607105 -0.824234 -7.144863
H -0.982005 -1.326344 -1.470863
H -0.810735 -2.937504 -2.404493
H -1.835095 -2.653284 -0.939463
H -3.430075 -1.482474 -1.840553
H -3.266445 -2.825094 -2.921373
C -1.723215 -3.379904 1.021077
C -0.212405 -3.256254 0.645587
O 0.523895 -3.407224 1.834667
C 1.856895 -3.130984 1.802167
O 2.554185 -2.673324 0.870297
C 2.591885 -3.356924 3.188627
F 1.907375 -4.289414 3.817387
F 3.788525 -3.788424 3.013357
F 2.526595 -2.235624 3.928207
H -2.058125 -2.624174 1.731567
H -1.914885 -4.336024 1.508117
H -2.337415 -3.276114 0.126597
H -0.059355 -2.282224 0.180897
H -0.043375 -4.064694 -0.065713

Atomic forces in eV per Å
0.5 -0.7 0.2
1.5 -3.9 -0.2
-0.4 0.0 -0.6
0.3 1.9 1.6
1.0 1.3 0.6
-0.1 2.1 -0.6
-0.9 -3.5 0.2
1.1 0.3 -0.1
3.1 0.5 1.2
-1.0 -0.7 -0.8
1.3 2.0 -2.9
0.1 1.2 0.4
1.4 -1.0 0.1
-2.7 4.4 0.5
3.3 -2.0 -2.4
-2.9 -1.6 8.5
1.0 0.8 2.1
0.1 -0.9 -0.8
-0.6 -0.6 0.1
0.5 0.0 -1.2
0.2 -0.2 -0.2
0.1 -0.3 0.1
-1.3 0.6 0.1
-0.3 0.8 2.4
0.3 -0.5 0.3
-1.9 -0.5 -0.6
-0.4 -1.2 1.5
1.9 3.1 1.0
-1.1 -2.5 -0.9
-2.1 3.0 -8.0
-1.1 1.3 -0.8
0.1 -0.6 0.3
1.0 -0.9 1.8
0.2 0.1 -0.7
-0.2 0.5 -0.9
-1.6 0.1 -0.7
-0.1 0.0 0.8
-0.5 0.7 -0.1
-0.3 0.7 -0.4
-2.4 0.4 0.0
1.7 -2.4 0.9
0.3 1.5 -2.8
-0.8 -4.9 0.2
0.4 4.6 1.2
1.1 0.4 2.1
-0.5 0.9 0.0
-0.7 -0.8 0.1
-0.4 -0.2 -0.7
-0.3 -0.6 -1.3
0.1 0.3 0.1
0.7 -0.1 -1.2
-0.2 1.1 -0.8
0.1 0.0 -0.2
0.6 -0.2 0.7
-2.3 0.3 -0.4
2.2 -0.2 0.5
2.6 1.6 -2.8
-2.7 -3.2 3.0
-2.9 0.0 -1.6
-0.5 -0.9 1.3
1.7 0.2 0.0
1.4 -0.3 0.3
0.2 0.2 0.0
0.0 -0.1 -0.2
-0.2 -0.7 1.0
0.5 -0.5 0.3
0.6 0.1 0.0



Energy above the lowest of the compared OMol25 structures with the same formula, charge and spin per entry: 67.4; 371.8; 7.4; 0.0; 167.2 kcal per mole
Strongest force on any atom per entry: 0.078; 0.238; 0.109; 0.060; 0.177 Eh/bohr